{"formula": "C35H53BrN4ORuS3Si2", "method": "ωB97M-V/def2-TZVPD", "total_energy_ev": -166055.5166, "e_lumo_ev": [2.158, 2.158], "homo_ha": [-0.1562, -0.1532], "homo_lumo_gap_ha": [0.23546, 0.23255], "spin_multiplicity": 2, "total_charge": -1, "e_above_lowest_ev": 0.914, "elements": ["Ru", "C", "C", "N", "C", "C", "C", "S", "N", "C", "O", "C", "C", "C", "C", "C", "C", "H", "H", "H", "H", "H", "H", "H", "H", "H", "H", "H", "H", "H", "H", "H", "S", "C", "C", "C", "C", "N", "C", "C", "C", "S", "C", "N", "H", "H", "C", "Si", "C", "C", "H", "H", "H", "H", "H", "H", "H", "H", "H", "C", "C", "C", "C", "Si", "Br", "C", "C", "C", "C", "C", "C", "C", "C", "H", "H", "H", "H", "H", "H", "H", "H", "H", "H", "H", "H", "H", "H", "H", "H", "H", "H", "H", "H", "H", "H", "H", "H", "H", "H", "H"], "coordinates": [[1.191511, 0.572102, 1.285964], [-3.053829, 5.189449, 2.458177], [-1.569283, 5.483752, 2.610976], [-0.809915, 4.319721, 3.058101], [-0.585774, 4.211465, 4.496477], [0.698969, 4.894985, 4.943000], [-0.353860, 3.409173, 2.171077], [0.640484, 2.163660, 2.803635], [-0.721858, 3.641288, 0.902120], [-0.599452, 2.724430, -0.044401], [-0.357881, 1.504323, 0.088185], [-0.880969, 3.226909, -1.444561], [-0.680433, 2.372924, -2.518625], [-0.946493, 2.796632, -3.813085], [-1.427808, 4.079051, -4.036205], [-1.633889, 4.937444, -2.963208], [-1.357178, 4.513113, -1.671932], [-3.595273, 6.090981, 2.164722], [-3.479774, 4.824076, 3.394772], [-3.200547, 4.428947, 1.691923], [-1.407367, 6.271659, 3.349452], [-1.157186, 5.817967, 1.661549], [-0.566419, 3.158000, 4.770689], [-1.449461, 4.665427, 4.987261], [1.559130, 4.414822, 4.477598], [0.809389, 4.823763, 6.026015], [0.697140, 5.950905, 4.664399], [-0.310087, 1.378724, -2.317229], [-0.777262, 2.124927, -4.645484], [-1.645830, 4.409547, -5.044487], [-2.012052, 5.937758, -3.133513], [-1.510069, 5.168053, -0.825030], [3.012865, 0.331494, 2.746974], [2.287928, -0.287383, 4.202146], [2.940356, -0.134760, 5.428895], [2.416686, -0.670431, 6.594348], [3.133648, -0.504183, 7.834787], [3.721646, -0.366048, 8.813539], [1.199213, -1.366719, 6.550161], [0.542276, -1.510523, 5.335926], [1.070526, -0.988012, 4.156965], [0.279296, -1.228291, 2.623312], [0.626184, -1.942815, 7.739947], [0.164476, -2.417095, 8.680937], [3.875036, 0.409660, 5.465830], [-0.400780, -2.040358, 5.301284], [2.535914, 1.178775, -2.126511], [2.955000, 1.075642, -0.280348], [3.899401, 2.652688, 0.118782], [4.220725, -0.325437, -0.198445], [3.403846, 0.822900, -2.689884], [2.324859, 2.205970, -2.434391], [1.681959, 0.561463, -2.407446], [4.764947, 2.756817, -0.545249], [4.255949, 2.625932, 1.150606], [3.269607, 3.538212, -0.000855], [4.903042, -0.262924, -1.053168], [3.741223, -1.308551, -0.209858], [4.802455, -0.263583, 0.721338], [-2.185820, -5.321490, -1.763396], [-1.758490, -4.062258, -0.989635], [-3.019554, -3.371982, -0.450998], [-0.946793, -4.493608, 0.244803], [-0.758302, -2.881069, -2.123727], [0.278368, -1.483061, -0.708142], [0.675894, -3.738385, -3.074629], [0.144589, -4.462613, -4.323647], [1.380265, -4.764015, -2.174339], [1.761194, -2.741558, -3.515611], [-1.847227, -1.740197, -3.218754], [-2.877350, -2.563690, -4.009923], [-0.980346, -0.962959, -4.218378], [-2.595596, -0.692715, -2.374357], [-2.810396, -5.943918, -1.113117], [-1.333428, -5.927014, -2.071517], [-2.770972, -5.088440, -2.655937], [-3.515857, -4.053180, 0.248679], [-3.737121, -3.129925, -1.234514], [-2.776595, -2.459125, 0.096342], [-1.570498, -5.162105, 0.848970], [-0.670350, -3.645285, 0.870976], [-0.035734, -5.031509, -0.007073], [-0.652082, -5.172442, -4.094388], [0.962635, -5.023763, -4.789307], [-0.235376, -3.763150, -5.069377], [0.744076, -5.611990, -1.922730], [1.733217, -4.310784, -1.246104], [2.253736, -5.156396, -2.706623], [1.397755, -1.983595, -4.205013], [2.554004, -3.299926, -4.026421], [2.210226, -2.229725, -2.664115], [-2.410751, -3.318580, -4.645711], [-3.451171, -1.893113, -4.659551], [-3.587553, -3.071417, -3.356656], [-0.518780, -1.610965, -4.963379], [-0.191627, -0.395992, -3.719686], [-1.616675, -0.247321, -4.750822], [-3.329310, -1.134393, -1.704959], [-3.129238, -0.017088, -3.052866], [-1.917965, -0.087647, -1.772330]], "forces_ev_per_angstrom": [[-0.8, 0.3, 1.1], [0.0, 0.0, 0.0], [0.0, -0.1, -0.1], [-0.1, 0.1, 0.2], [0.1, 0.0, -0.1], [0.0, 0.0, 0.0], [-0.4, -0.1, -0.2], [0.6, 0.2, -0.2], [0.4, 0.2, 0.2], [-0.2, 0.0, -0.2], [0.2, -0.4, -0.6], [-0.1, -0.2, 0.3], [0.0, 0.0, -0.1], [0.0, 0.0, 0.1], [0.0, 0.0, 0.0], [0.0, 0.0, 0.0], [0.0, 0.1, 0.0], [0.0, 0.0, 0.0], [0.0, 0.0, 0.0], [0.0, 0.0, 0.0], [0.0, 0.0, 0.0], [0.0, 0.0, 0.0], [0.0, 0.0, 0.0], [0.0, 0.0, 0.0], [0.0, 0.0, 0.0], [0.0, 0.0, 0.0], [0.0, 0.0, 0.0], [0.0, 0.0, 0.0], [0.0, 0.0, 0.0], [0.0, 0.0, 0.0], [0.0, 0.0, 0.0], [0.0, 0.0, 0.0], [0.2, -0.2, -0.1], [0.2, 0.0, 0.0], [0.0, 0.0, -0.1], [0.2, 0.0, 0.2], [-0.2, 0.0, -0.2], [0.0, 0.0, 0.0], [-0.2, -0.1, 0.2], [0.0, 0.0, -0.1], [0.0, -0.1, 0.0], [-0.3, 0.3, -0.1], [0.1, 0.1, -0.2], [0.0, 0.0, 0.0], [0.0, 0.0, 0.0], [0.0, 0.0, 0.0], [-0.2, 0.1, 0.0], [0.3, 0.2, 0.3], [0.1, 0.1, 0.0], [0.0, -0.1, -0.1], [0.0, 0.1, 0.0], [0.0, 0.0, 0.0], [0.0, -0.1, 0.0], [0.0, 0.0, 0.0], [0.0, 0.0, 0.0], [0.0, 0.0, 0.0], [0.0, 0.0, 0.0], [0.0, 0.0, 0.0], [0.0, 0.0, 0.0], [0.0, 0.0, 0.0], [0.0, -0.1, 0.0], [0.0, 0.0, 0.0], [0.0, 0.0, 0.0], [0.1, 0.0, 0.0], [0.1, -0.1, -0.1], [-0.1, 0.0, -0.1], [0.1, 0.0, 0.0], [0.0, 0.0, 0.0], [0.0, 0.0, 0.0], [-0.1, -0.1, 0.0], [0.0, 0.0, 0.0], [0.0, 0.0, 0.0], [0.0, 0.0, -0.1], [0.0, 0.0, 0.0], [0.0, 0.0, 0.0], [0.0, 0.0, 0.0], [0.0, 0.0, 0.0], [0.0, 0.0, 0.0], [0.0, 0.0, 0.0], [0.0, 0.0, 0.0], [0.0, 0.0, 0.0], [0.0, 0.0, 0.0], [0.0, 0.0, 0.0], [0.0, 0.0, 0.0], [0.0, 0.0, 0.0], [0.0, 0.0, 0.0], [0.0, 0.0, 0.0], [0.0, 0.0, 0.0], [0.0, 0.0, 0.0], [0.0, 0.0, 0.0], [0.0, 0.0, 0.0], [0.0, 0.0, 0.0], [0.0, 0.0, 0.0], [0.0, 0.0, 0.0], [0.0, 0.0, 0.0], [0.0, 0.0, 0.0], [0.0, 0.0, 0.0], [0.0, 0.0, 0.0], [0.0, 0.0, 0.0], [0.0, 0.0, 0.0]], "lowdin_spin": [0.696, 0.000, 0.000, 0.003, 0.000, 0.000, 0.008, 0.026, 0.006, 0.005, 0.041, 0.000, 0.000, 0.000, 0.000, 0.000, 0.000, 0.000, 0.000, 0.000, 0.000, 0.000, 0.000, 0.000, 0.000, 0.000, 0.000, 0.000, 0.000, 0.000, 0.000, 0.000, -0.008, -0.001, -0.001, -0.001, 0.000, 0.000, 0.000, 0.005, 0.013, 0.117, 0.000, 0.000, 0.000, 0.003, 0.007, 0.052, 0.021, -0.004, 0.001, 0.000, 0.000, 0.003, 0.000, 0.000, -0.001, 0.000, 0.000, 0.000, 0.000, 0.000, 0.000, 0.001, 0.004, 0.000, 0.000, 0.000, 0.000, 0.000, 0.000, 0.000, 0.000, 0.000, 0.000, 0.000, 0.000, 0.000, 0.000, 0.000, 0.000, 0.000, 0.000, 0.000, 0.000, 0.000, 0.000, 0.000, 0.000, 0.000, 0.000, 0.000, 0.000, 0.000, 0.000, 0.000, 0.000, 0.000, 0.000, 0.000]}

=====

{"formula": "C35H53CaN2PS2", "method": "ωB97M-V/def2-TZVPD", "total_energy_ev": -89537.4999, "e_lumo_ev": 0.535, "homo_ha": -0.2603, "homo_lumo_gap_ha": 0.27990, "e_above_lowest_ev": 0.113, "elements": ["Ca", "C", "N", "C", "C", "N", "C", "C", "C", "C", "C", "C", "C", "S", "C", "C", "C", "C", "C", "C", "S", "H", "H", "H", "H", "H", "H", "H", "H", "H", "H", "H", "H", "H", "H", "H", "H", "H", "H", "C", "C", "C", "C", "C", "C", "C", "C", "C", "C", "H", "H", "H", "H", "H", "H", "H", "H", "H", "H", "H", "H", "H", "H", "C", "C", "C", "P", "C", "C", "C", "C", "C", "C", "H", "H", "H", "H", "H", "H", "H", "H", "H", "H", "H", "H", "H", "H", "H", "H", "H", "H", "H", "H", "H"], "coordinates": [[1.901534, -0.450911, -0.118344], [-0.369285, -0.294104, -2.638339], [0.834215, -1.060454, -2.261281], [0.512403, -2.488890, -2.096817], [-0.239472, -2.718732, -0.792788], [0.667607, -2.638208, 0.374083], [-0.086200, -2.402031, 1.612912], [1.492578, -3.841817, 0.472806], [0.857766, -5.053035, 0.745507], [1.572609, -6.231024, 0.846197], [2.951415, -6.191003, 0.662414], [3.582218, -4.993254, 0.392228], [2.879973, -3.779726, 0.294253], [3.790728, -2.308355, -0.035917], [1.880663, -0.762554, -3.227360], [2.124776, -1.621992, -4.292033], [3.080747, -1.315924, -5.245903], [3.789010, -0.127855, -5.134467], [3.544167, 0.729282, -4.075105], [2.590788, 0.441704, -3.093200], [2.333576, 1.588018, -1.761137], [-0.825619, -0.730384, -3.536152], [-0.076913, 0.732840, -2.840275], [-1.098737, -0.278475, -1.829318], [1.445805, -3.055140, -2.076459], [-0.097860, -2.861401, -2.928903], [-0.743442, -3.690408, -0.826921], [-1.015215, -1.959671, -0.666372], [-0.882239, -3.137498, 1.775093], [-0.553175, -1.411851, 1.582772], [0.600533, -2.446094, 2.457497], [-0.217922, -5.073697, 0.882615], [1.065753, -7.162116, 1.061993], [3.536117, -7.099890, 0.731562], [4.654530, -4.962448, 0.248527], [1.572368, -2.548887, -4.375480], [3.265995, -1.998362, -6.064830], [4.539426, 0.130010, -5.871188], [4.103232, 1.651034, -3.978477], [0.976915, 4.712066, 2.079088], [1.490241, 3.783605, 0.973291], [2.561046, 4.493825, 0.154166], [1.939558, 2.463058, 1.574041], [1.019555, 1.656706, 2.241727], [1.404052, 0.472993, 2.861087], [2.727164, 0.026606, 2.811531], [3.146736, -1.270145, 3.450071], [3.637614, 0.809341, 2.106696], [3.253810, 2.009609, 1.513543], [0.617437, 5.650307, 1.652217], [1.782131, 4.944556, 2.780422], [0.159164, 4.264512, 2.646166], [0.653265, 3.556626, 0.302429], [3.391511, 4.814135, 0.790563], [2.135635, 5.389137, -0.301649], [2.954885, 3.867090, -0.644419], [-0.013907, 1.973747, 2.306562], [0.667383, -0.109790, 3.403360], [3.322991, -2.032228, 2.686578], [2.387182, -1.630508, 4.145008], [4.080101, -1.147538, 4.000256], [4.661131, 0.470696, 1.997571], [3.994038, 2.579390, 0.969328], [-3.033495, 1.345190, 2.922660], [-3.330059, 2.079302, 1.611002], [-2.578460, 3.411160, 1.571760], [-2.894335, 0.998257, 0.161542], [-3.475240, 2.064448, -1.250615], [-4.018023, 1.265748, -2.435568], [-2.320374, 2.945717, -1.744517], [-4.219705, -0.310140, 0.225774], [-5.617521, 0.187140, 0.585850], [-3.823999, -1.519568, 1.076303], [-3.098332, 2.036128, 3.766788], [-2.026898, 0.916776, 2.918137], [-3.736457, 0.535178, 3.111292], [-4.400768, 2.294885, 1.563713], [-1.511531, 3.266386, 1.394050], [-2.689044, 3.926404, 2.529278], [-2.958404, 4.076393, 0.797309], [-4.279104, 2.705697, -0.871003], [-3.292034, 0.521590, -2.776453], [-4.206332, 1.940929, -3.273572], [-4.953809, 0.753507, -2.213692], [-1.573690, 2.339888, -2.259541], [-1.803038, 3.474328, -0.946952], [-2.692200, 3.689607, -2.453529], [-4.243671, -0.670731, -0.806491], [-5.686541, 0.434919, 1.647279], [-6.361038, -0.588731, 0.386493], [-5.902973, 1.073476, 0.015898], [-3.768503, -1.283110, 2.138942], [-2.855588, -1.918490, 0.775256], [-4.562966, -2.316745, 0.959537]], "forces_ev_per_angstrom": [[0.0, 0.3, 0.5], [0.1, 0.0, 0.0], [-0.2, -0.1, -0.1], [0.0, 0.1, 0.0], [0.1, 0.0, 0.1], [0.0, 0.0, -0.1], [0.0, 0.0, 0.0], [-0.1, 0.1, 0.0], [0.0, 0.0, 0.0], [0.0, 0.0, 0.0], [0.0, 0.0, 0.0], [0.0, 0.0, 0.0], [0.0, 0.1, 0.0], [0.1, -0.2, -0.1], [-0.1, -0.1, 0.1], [0.0, 0.0, 0.0], [0.0, 0.0, 0.0], [0.0, 0.0, 0.0], [0.0, 0.0, 0.0], [0.0, 0.1, 0.1], [0.0, 0.0, -0.4], [0.0, 0.0, 0.0], [0.0, 0.0, 0.0], [0.0, 0.0, 0.0], [0.0, 0.0, 0.0], [0.0, 0.0, 0.0], [0.0, 0.0, 0.0], [0.0, 0.0, 0.0], [0.0, 0.0, 0.0], [0.0, 0.0, 0.0], [0.0, 0.0, 0.0], [0.0, 0.0, 0.0], [0.0, 0.0, 0.0], [0.0, 0.0, 0.0], [0.0, 0.0, 0.0], [0.0, 0.0, 0.0], [0.0, 0.0, 0.0], [0.0, 0.0, 0.0], [0.0, 0.0, 0.0], [0.0, 0.0, 0.0], [0.0, 0.0, 0.0], [0.1, 0.1, 0.0], [0.0, 0.1, 0.0], [0.0, 0.0, 0.1], [0.0, -0.1, 0.0], [-0.1, -0.2, 0.0], [0.0, 0.0, 0.1], [0.0, 0.1, -0.1], [0.1, -0.1, 0.0], [0.0, 0.0, 0.0], [0.0, 0.0, 0.0], [0.0, 0.0, 0.0], [0.0, 0.0, 0.0], [0.0, 0.0, 0.0], [0.0, 0.0, 0.0], [0.0, 0.0, 0.0], [0.0, 0.0, 0.0], [0.0, 0.0, 0.0], [0.0, 0.0, 0.0], [0.0, 0.0, 0.0], [0.0, 0.0, 0.0], [0.0, 0.0, 0.1], [0.0, 0.0, 0.0], [0.0, 0.0, 0.0], [0.0, 0.0, 0.1], [0.0, 0.0, 0.0], [0.1, -0.1, 0.1], [0.0, 0.1, -0.1], [0.0, 0.0, 0.0], [0.0, 0.0, 0.0], [-0.1, -0.1, 0.0], [0.0, 0.0, 0.0], [0.0, 0.0, 0.0], [0.0, 0.0, 0.0], [0.0, 0.0, 0.0], [0.0, 0.0, 0.0], [0.0, 0.0, 0.0], [0.0, 0.0, 0.0], [0.0, 0.0, 0.0], [0.0, 0.0, 0.0], [0.0, 0.0, 0.0], [0.0, 0.0, 0.0], [0.0, 0.0, 0.0], [0.0, 0.0, 0.0], [0.0, 0.0, 0.0], [0.0, 0.0, 0.0], [0.0, 0.0, 0.0], [0.0, 0.0, 0.0], [0.0, 0.0, 0.0], [0.0, 0.0, 0.0], [0.0, 0.0, 0.0], [0.0, 0.0, 0.0], [0.0, 0.0, 0.0], [0.0, 0.0, 0.0]], "lowdin_charge": [1.001, -0.085, -0.269, -0.179, -0.170, -0.242, -0.080, -0.293, -0.050, -0.094, -0.095, -0.125, -0.639, 0.491, -0.299, -0.034, -0.091, -0.094, -0.121, -0.623, 0.527, 0.104, 0.053, 0.034, 0.123, 0.124, 0.125, 0.092, 0.087, 0.068, 0.087, 0.106, 0.097, 0.101, 0.093, 0.104, 0.098, 0.100, 0.094, -0.064, -0.391, -0.096, -0.231, -0.046, -0.077, -0.318, -0.051, -0.067, -0.058, 0.083, 0.089, 0.058, 0.121, 0.086, 0.083, 0.008, 0.088, 0.107, 0.039, 0.078, 0.087, 0.125, 0.111, -0.118, -0.565, -0.124, 1.069, -0.563, -0.122, -0.121, -0.568, -0.116, -0.122, 0.079, 0.057, 0.053, 0.095, 0.037, 0.082, 0.072, 0.103, 0.068, 0.082, 0.063, 0.058, 0.044, 0.084, 0.083, 0.071, 0.081, 0.069, 0.060, 0.035, 0.081]}

=====

- What is the formula in the second record?
  C35H53CaN2PS2